# 1
This record from the OMol25 dataset describes 4 unconnected molecules or ions with the total composition C26H60NO16P3 in a non-equilibrium geometry. The level of theory is wB97M-V/def2-TZVPD.

Gap between HOMO and LUMO: 8.39 eV
Max |F|: 7.9 eV/A
Structure (SMILES): CCN(CCOC(=O)OC)C(C)=O.CCOP(=O)(OCC)OCC.CCOP(=O)(OCC)OCC.CCOP(=O)(OCC)OCC

Each line ends with the Mulliken charge.
CARTESIAN COORDINATES (ANGSTROEM)
C -0.146 0.146 -1.387  -1.52
C -0.455 1.481 -2.072  -0.13
N -0.817 2.509 -1.091  0.30
C -2.019 2.217 -0.310  -1.21
C -3.177 1.505 -0.990  -0.26
O -3.639 2.219 -2.147  -0.06
C -4.583 1.552 -2.858  0.60
O -4.312 0.681 -3.629  -0.51
O -5.842 2.000 -2.639  -0.35
C -6.643 1.091 -1.878  -0.63
C -0.769 3.847 -1.633  0.15
C -1.633 4.260 -2.799  -0.86
O 0.012 4.632 -1.155  -0.58
H 0.674 -0.371 -1.878  0.49
H 0.218 0.381 -0.384  0.29
H -1.022 -0.490 -1.274  0.24
H -1.171 1.378 -2.898  0.24
H 0.484 1.815 -2.520  0.55
H -1.718 1.543 0.499  0.34
H -2.374 3.122 0.182  0.51
H -2.947 0.477 -1.275  0.42
H -3.998 1.460 -0.265  0.25
H -7.035 0.292 -2.507  0.29
H -7.481 1.652 -1.475  0.24
H -6.087 0.672 -1.038  0.28
H -2.672 4.356 -2.489  0.29
H -1.579 3.543 -3.618  0.30
H -1.299 5.228 -3.163  0.35
O 1.714 -2.877 0.742  -0.79
P 1.763 -4.346 0.990  1.08
O 0.278 -4.474 1.708  -0.21
C -0.893 -4.358 0.906  -0.21
C -1.113 -5.547 -0.014  -1.08
O 2.723 -4.429 2.297  -0.36
C 3.608 -3.351 2.622  -0.47
C 2.940 -2.332 3.525  -0.71
O 1.764 -5.966 0.822  -0.33
C 2.579 -6.607 -0.187  -0.30
C 4.058 -6.348 0.013  -1.08
H -0.847 -3.431 0.325  0.13
H -1.728 -4.277 1.603  0.38
H -0.348 -5.599 -0.793  0.20
H -2.083 -5.470 -0.507  0.43
H -1.072 -6.481 0.545  0.27
H 3.983 -2.875 1.716  0.36
H 4.468 -3.797 3.124  0.45
H 1.926 -2.100 3.203  0.21
H 3.512 -1.404 3.549  0.39
H 2.867 -2.715 4.545  0.03
H 2.260 -6.272 -1.176  0.30
H 2.362 -7.671 -0.117  0.34
H 4.299 -5.288 -0.118  0.31
H 4.643 -6.914 -0.713  0.42
H 4.366 -6.630 1.019  0.25
O -0.468 -5.482 8.214  -0.74
P -0.608 -4.066 7.864  0.93
O -0.008 -3.092 8.972  -0.33
C 1.393 -3.148 9.277  -0.37
C 2.268 -2.609 8.160  -0.88
O -2.163 -3.670 8.011  -0.35
C -3.143 -4.645 8.362  -0.28
C -3.337 -4.731 9.864  -1.08
O -0.333 -3.253 6.535  -0.30
C -0.180 -3.966 5.281  0.17
C -1.428 -4.732 4.900  -1.04
H 1.670 -4.177 9.521  0.29
H 1.526 -2.546 10.174  0.30
H 2.232 -3.253 7.279  0.16
H 3.306 -2.552 8.489  0.44
H 1.935 -1.618 7.854  0.26
H -2.880 -5.619 7.948  0.30
H -4.071 -4.334 7.881  0.37
H -2.381 -4.726 10.386  0.28
H -3.879 -5.639 10.133  0.34
H -3.905 -3.873 10.226  0.28
H 0.677 -4.639 5.353  0.29
H 0.051 -3.220 4.525  0.06
H -1.638 -5.529 5.617  0.34
H -1.300 -5.185 3.917  0.23
H -2.298 -4.074 4.882  0.31
O 1.431 5.093 -7.171  -0.73
P 1.591 6.497 -6.781  0.93
O 1.113 6.790 -5.295  -0.31
C 1.770 6.139 -4.193  -0.15
C 3.181 6.645 -3.962  -1.16
O 0.482 7.360 -7.568  -0.34
C -0.405 6.747 -8.503  -0.28
C -1.683 6.275 -7.837  -0.96
O 2.782 7.529 -6.956  -0.26
C 3.843 7.237 -7.894  -0.25
C 3.339 7.129 -9.318  -1.08
H 1.770 5.059 -4.359  0.28
H 1.159 6.340 -3.315  0.25
H 3.846 6.367 -4.782  0.25
H 3.585 6.218 -3.044  0.41
H 3.193 7.732 -3.886  0.29
H 0.092 5.925 -9.019  0.30
H -0.630 7.506 -9.254  0.36
H -1.474 5.773 -6.893  0.19
H -2.228 5.590 -8.488  0.34
H -2.333 7.123 -7.613  0.29
H 4.347 6.316 -7.593  0.30
H 4.560 8.050 -7.801  0.35
H 2.666 6.277 -9.436  0.29
H 4.175 6.993 -10.004  0.41
H 2.787 8.026 -9.599  0.27

=====

# 2
This record from the OMol25 dataset describes 4 unconnected molecules or ions with the total composition C26H61BI2N3O2. The level of theory is wB97M-V/def2-TZVPD.

Charge: -1
Energy relative to the best compared isomer or geometry (same formula, charge and spin): 0.00 kcal per mole
Gap between HOMO and LUMO: 7.44 eV
Max |F|: 0.6 eV/A

Each line ends with the Mulliken charge.
CARTESIAN COORDINATES (ANGSTROEM)
C -1.563 -1.189 1.447  -0.27
C -1.424 0.222 0.852  -0.51
C -0.269 1.053 1.438  -0.59
C 1.019 0.849 0.670  0.96
O 1.290 -0.513 0.435  -0.21
B 2.762 -0.640 0.129  0.80
C 3.029 -1.057 -1.415  -1.17
C 2.119 -0.341 -2.421  0.64
C 2.702 1.019 -2.782  -1.23
I 1.194 2.487 -3.257  -0.16
O 3.271 0.786 0.410  -0.73
C 2.361 1.370 1.183  -0.81
I 2.606 0.792 3.369  -0.31
H -0.922 -1.308 2.322  0.43
H -2.591 -1.401 1.752  0.45
H -1.255 -1.953 0.735  -0.64
H -1.253 0.133 -0.226  0.02
H -2.359 0.773 0.982  0.48
H -0.108 0.775 2.482  0.39
H -0.531 2.113 1.415  -0.02
H 0.934 1.362 -0.311  -0.41
H 3.339 -1.415 0.895  -0.36
H 2.866 -2.135 -1.495  0.13
H 4.085 -0.900 -1.677  0.29
H 1.983 -0.920 -3.341  0.49
H 1.125 -0.223 -1.980  -0.34
H 3.270 1.454 -1.964  0.43
H 3.307 0.985 -3.684  0.60
H 2.501 2.447 1.276  0.62
C -4.562 -1.733 -2.344  -1.53
C -3.530 -0.867 -3.049  0.18
N -2.976 -1.492 -4.237  0.22
C -1.783 -0.827 -4.737  -0.55
C -1.928 0.599 -5.281  -1.05
C -3.939 -1.924 -5.233  -0.75
C -4.896 -0.871 -5.812  -0.98
H -4.153 -2.721 -2.129  0.31
H -4.844 -1.269 -1.398  0.43
H -5.472 -1.858 -2.934  0.39
H -2.694 -0.692 -2.368  -0.03
H -3.974 0.122 -3.248  0.20
H -1.347 -1.465 -5.511  0.32
H -1.058 -0.810 -3.917  0.28
H -2.423 0.622 -6.253  0.29
H -0.939 1.042 -5.402  0.41
H -2.486 1.237 -4.595  0.23
H -4.540 -2.725 -4.796  0.40
H -3.374 -2.389 -6.046  0.38
H -5.331 -0.253 -5.025  0.26
H -5.719 -1.367 -6.332  0.37
H -4.404 -0.210 -6.524  0.26
C -1.554 -4.219 -0.620  -0.49
C -1.362 -5.302 0.431  -0.37
N -0.012 -5.837 0.441  0.10
C 0.132 -7.052 1.214  -0.72
C -0.110 -6.981 2.729  -0.97
C 1.039 -4.836 0.603  -0.71
C 1.012 -3.956 1.855  -0.32
H -1.244 -4.578 -1.604  0.38
H -2.605 -3.931 -0.679  0.28
H -0.983 -3.318 -0.392  -0.59
H -2.034 -6.139 0.211  0.50
H -1.676 -4.903 1.410  0.22
H 1.139 -7.440 1.033  0.36
H -0.560 -7.788 0.790  0.42
H 0.698 -6.469 3.248  0.24
H -0.181 -7.992 3.138  0.40
H -1.042 -6.464 2.961  0.26
H 1.004 -4.187 -0.271  0.22
H 1.999 -5.357 0.540  0.36
H 0.009 -3.582 2.066  0.03
H 1.645 -3.084 1.703  0.10
H 1.374 -4.480 2.741  0.27
C 0.133 4.738 2.750  -0.92
C 0.851 6.068 2.909  -0.42
N 1.640 6.140 4.127  0.09
C 2.102 7.476 4.442  -0.75
C 3.088 8.149 3.476  -0.97
C 2.610 5.064 4.300  -0.66
C 3.662 4.865 3.204  -0.87
H -0.462 4.513 3.636  0.26
H -0.532 4.779 1.886  0.49
H 0.824 3.910 2.590  -0.11
H 0.112 6.873 2.963  0.45
H 1.445 6.258 2.000  0.26
H 2.548 7.444 5.440  0.36
H 1.214 8.112 4.525  0.43
H 4.084 7.713 3.540  0.22
H 3.175 9.210 3.719  0.40
H 2.751 8.073 2.442  0.28
H 2.059 4.128 4.407  0.33
H 3.104 5.224 5.262  0.33
H 3.218 4.906 2.208  0.20
H 4.107 3.875 3.315  0.33
H 4.466 5.601 3.246  0.31

=====

# 3
This record from the OMol25 dataset describes 9 unconnected molecules or ions with the total composition C26H61ClFN2O10 in a non-equilibrium geometry. The level of theory is wB97M-V/def2-TZVPD.

Charge: +1
Gap between HOMO and LUMO: 7.16 eV
Max |F|: 1.2 eV/A

Each line ends with the Mulliken charge.
CARTESIAN COORDINATES (ANGSTROEM)
C 5.450 -0.956 1.160  -0.91
C 5.473 0.516 1.527  -0.23
O 5.183 1.360 0.429  -0.45
C 3.824 1.305 0.021  -0.52
C 3.226 2.689 0.072  -0.36
C 1.817 2.794 -0.504  -0.52
C 0.873 1.707 -0.012  0.61
C -0.500 1.701 -0.738  -1.97
C -0.844 0.368 -1.292  -0.05
C -1.744 -0.509 -0.609  1.80
C -2.391 -0.105 0.663  -0.97
C -3.822 0.342 0.357  -0.08
O -4.178 0.611 -0.768  -0.41
C -2.011 -1.722 -1.190  0.82
C -2.931 -2.764 -0.627  -1.54
C -2.338 -4.168 -0.481  -1.05
C -1.130 -4.303 0.461  0.79
C 0.212 -4.060 -0.239  -1.53
C -1.240 -3.516 1.766  -1.64
C -1.393 -1.957 -2.433  0.69
F -1.689 -3.095 -3.069  -0.27
N -0.552 -1.190 -3.062  -1.41
N -0.307 -0.046 -2.429  0.97
Cl 0.814 0.931 -3.259  0.04
H 5.754 -1.121 0.136  0.10
H 4.436 -1.336 1.246  0.22
H 6.060 -1.536 1.842  0.46
H 4.792 0.731 2.351  0.25
H 6.466 0.799 1.864  0.38
H 3.787 0.898 -0.990  0.19
H 3.280 0.637 0.686  0.47
H 3.275 3.113 1.067  -0.14
H 3.864 3.324 -0.537  0.30
H 1.420 3.741 -0.149  0.10
H 1.856 2.871 -1.584  0.42
H 0.683 1.918 1.031  -0.51
H 1.313 0.713 -0.042  0.52
H -1.242 1.964 -0.006  0.57
H -0.560 2.483 -1.486  1.01
H -1.874 0.702 1.166  0.12
H -2.432 -0.933 1.362  -0.23
H -4.547 0.395 1.180  0.41
H -3.277 -2.421 0.336  0.33
H -3.815 -2.779 -1.261  0.57
H -2.072 -4.613 -1.430  0.54
H -3.123 -4.795 -0.075  0.45
H -1.119 -5.343 0.768  0.50
H 0.976 -3.854 0.505  0.46
H 0.504 -4.971 -0.747  0.39
H 0.178 -3.255 -0.964  0.11
H -2.241 -3.539 2.183  0.24
H -0.852 -2.508 1.662  0.26
H -0.610 -4.023 2.487  0.52
C -4.526 -8.067 0.343  -0.58
O -3.499 -7.259 -0.236  -0.44
H -5.475 -7.567 0.168  0.22
H -4.556 -9.053 -0.124  0.25
H -4.377 -8.179 1.419  0.28
H -2.663 -7.706 -0.084  0.27
C 4.387 5.962 1.249  -0.72
O 2.978 5.714 1.180  -0.37
H 4.792 5.844 0.249  0.26
H 4.586 6.977 1.597  0.32
H 4.875 5.249 1.918  0.29
H 2.626 5.820 2.067  0.26
C 1.156 2.754 4.105  -0.53
O 0.207 2.010 3.337  -0.39
H 1.941 3.080 3.427  0.07
H 0.690 3.631 4.559  0.29
H 1.598 2.132 4.886  0.30
H -0.486 1.718 3.933  0.26
C -3.198 3.200 -2.092  -0.33
O -2.329 4.198 -2.611  -0.54
H -2.808 2.243 -2.429  0.01
H -3.213 3.214 -0.998  0.20
H -4.216 3.310 -2.469  0.41
H -2.655 5.058 -2.335  0.30
C -3.596 -0.927 4.265  -0.55
O -2.361 -1.639 4.278  -0.43
H -4.130 -1.214 3.363  0.17
H -4.210 -1.190 5.128  0.36
H -3.431 0.155 4.256  0.23
H -1.900 -1.402 5.086  0.27
C -3.302 -1.203 -6.176  -0.54
O -2.128 -1.992 -6.000  -0.51
H -3.764 -1.507 -7.111  0.25
H -4.015 -1.370 -5.362  0.25
H -3.058 -0.139 -6.235  0.25
H -1.716 -1.728 -5.175  0.29
C 5.684 -2.973 -2.211  -0.59
O 4.454 -2.685 -1.544  -0.38
H 6.484 -2.501 -1.647  0.20
H 5.866 -4.049 -2.247  0.28
H 5.683 -2.571 -3.226  0.29
H 3.751 -3.104 -2.045  0.23
C -0.485 7.320 0.596  -0.36
O 0.551 8.167 0.122  -0.51
H -1.435 7.791 0.357  0.29
H -0.435 6.342 0.105  0.06
H -0.412 7.194 1.681  0.23
H 1.387 7.744 0.338  0.29